Entry 1:
C5H10O2 | wB97M-V/def2-TZVPD

Last column: natural (NBO) charge in e.
Atoms and positions in Å:
O: 1.85355 -0.20197 1.43658  -0.53
C: 1.61256 -1.06894 0.62917  0.45
C: 0.31632 -1.17882 -0.13959  -0.52
C: -0.42020 0.13613 -0.33476  -0.27
C: -1.92767 0.05624 -0.62546  -0.05
O: -2.23392 0.94480 0.45275  -0.54
C: -0.86939 0.92698 0.90474  -0.05
H: 2.37192 1.50730 -0.12985  0.02
H: 2.35735 -1.86772 0.42867  0.11
H: 2.46967 1.69530 -0.84241  -0.02
H: -0.31308 -1.87862 0.43417  0.24
H: 0.51338 -1.66943 -1.10096  0.23
H: 0.11245 0.76718 -1.05226  0.22
H: -2.35532 -0.94565 -0.46594  0.16
H: -2.27510 0.44021 -1.59180  0.18
H: -0.45835 1.93668 1.01219  0.19
H: -0.75586 0.39157 1.85490  0.18

Calculated values
Kohn-Sham gap: 10.53 eV
Spin multiplicity: 1
LUMO: 0.03217 Eh
HOMO level: -9.6500 eV
SMILES: O=CCC1COC1.[H][H]


Entry 2:
C5H10O2 | wB97M-V/def2-TZVPD

Last column: natural (NBO) charge in e.
Atoms and positions in Å:
C: -1.27602 2.51631 0.27484  -0.86
C: 1.23212 0.44185 0.45514  0.42
O: 0.95840 0.50253 1.62717  -0.51
C: 0.45430 -0.37367 -0.55645  -0.01
C: 0.95289 -1.83827 -0.56629  -0.44
C: -0.41213 -2.12516 0.07762  -0.05
O: -0.83626 -0.76385 -0.10625  -0.51
H: -0.88380 3.12040 1.09549  0.21
H: -0.70876 2.73184 -0.63871  0.20
H: -2.32638 2.75839 0.10233  0.21
H: 2.13223 0.94725 0.03996  0.11
H: -1.19651 1.46389 0.54780  0.23
H: 0.42290 0.14277 -1.52560  0.19
H: 1.09267 -2.26288 -1.56145  0.22
H: 1.82973 -2.04387 0.05281  0.22
H: -0.37481 -2.39121 1.13951  0.18
H: -1.06057 -2.82631 -0.45793  0.18

Calculated values
Kohn-Sham gap: 10.54 eV
Spin multiplicity: 1
LUMO: 0.03204 Eh
HOMO level: -9.6639 eV
SMILES: O=C[C@H]1CCO1.C


Entry 3:
C5H10O2 | wB97M-V/def2-TZVPD

Last column: natural (NBO) charge in e.
Atoms and positions in Å:
C: -0.89169 -0.78773 -0.43960  0.01
C: -1.34833 -1.50499 0.80493  -0.65
C: 0.43385 -1.04453 -1.06102  -0.09
O: -0.44651 -1.87529 -1.66501  -0.53
H: 1.18259 -1.49058 -0.38866  0.16
H: -1.65967 -0.23111 -0.97550  0.23
H: -0.61606 0.95152 0.13774  0.08
H: -2.21442 -2.11711 0.56924  0.23
H: -0.57737 -2.16100 1.19752  0.22
H: -1.61838 -0.79535 1.58889  0.22
C: 1.45608 1.73951 0.64499  -0.74
C: 0.21977 1.83983 -0.18544  0.48
O: 0.00411 2.47339 -1.15989  -0.52
H: 0.80064 -0.16516 -1.64451  0.17
H: 2.33211 1.95487 0.02955  0.24
H: 1.38866 2.46128 1.46510  0.25
H: 1.55460 0.75243 1.08166  0.23

Calculated values
Kohn-Sham gap: 10.16 eV
Spin multiplicity: 1
LUMO: 0.02901 Eh
HOMO level: -9.3696 eV
SMILES: C[C@H]1CO1.CC=O


Entry 4:
C5H10O2 | wB97M-V/def2-TZVPD

Last column: natural (NBO) charge in e.
Atoms and positions in Å:
C: 2.14272 -0.80922 0.55128  -0.61
C: 1.21663 -0.24565 -0.52209  -0.42
C: -0.23288 -0.36851 -0.13975  0.10
O: -0.49115 0.54067 0.96351  -0.57
C: -1.26842 0.33443 -1.02190  -0.48
C: -1.63793 1.11972 0.23925  0.38
O: -2.67230 0.61041 0.99938  -0.73
H: 3.18996 -0.63601 0.28799  0.21
H: 1.95178 -0.33188 1.51878  0.22
H: 1.99729 -1.88918 0.67155  0.20
H: 1.41448 0.82436 -0.66884  0.21
H: 1.36837 -0.74855 -1.48259  0.20
H: -0.49710 -1.40885 0.11289  0.18
H: -1.97629 0.11832 1.53334  0.50
H: -2.07195 -0.27742 -1.43390  0.23
H: -0.80973 0.94959 -1.80015  0.21
H: -1.62351 2.21779 0.19124  0.16

Calculated values
Kohn-Sham gap: 11.32 eV
Spin multiplicity: 1
LUMO: 0.04051 Eh
HOMO level: -10.2158 eV
SMILES: CC[C@@H]1C[C@@H](O)O1